ORCA calculation (ωB97M-V with the def2-TZVPD basis set) on the molecule C15H15NO5 in a non-equilibrium geometry.

Output
highest occupied orbital energy	-8.42	eV
frontier orbital gap	9.01	eV
E_LUMO	0.586	eV
energy relative to the best compared isomer or geometry (same formula, charge and spin)	3.832	eV

Each line ends with the natural charge from an NBO analysis.
Cartesian coordinates (Å):
C1 -3.25776 0.82248 -4.56557  -0.23
C2 -2.25941 0.20711 -4.36874  -0.02
C3 -1.04048 -0.64757 -4.30025  -0.29
N1 -0.34665 -0.26174 -3.11528  -0.48
C4 0.69397 0.69123 -3.22177  0.69
C5 1.71219 0.95528 -2.12219  -0.70
O1 0.89857 1.27930 -4.29774  -0.58
C6 -0.69454 -0.93552 -1.94196  0.92
O2 -1.62806 -1.68261 -2.04645  -0.60
O3 -0.05616 -0.60148 -0.83399  -0.50
C7 -0.04144 -1.23391 0.39887  0.26
C8 -0.47358 -2.58082 0.57845  -0.27
C9 -0.46214 -3.10936 1.88593  -0.20
C10 -0.05289 -2.30548 2.98698  -0.30
C11 0.37214 -1.01032 2.75791  0.30
C12 0.31581 -0.36974 1.50411  0.19
O4 0.69363 0.88659 1.47849  -0.46
C13 0.74182 1.22736 2.88810  0.52
C14 -0.56720 1.96604 3.34665  -0.66
C15 2.02149 1.95218 3.30058  -0.65
O5 0.66890 -0.04189 3.67208  -0.51
H1 -4.16761 1.20854 -5.03519  0.24
H2 -1.36778 -1.67746 -4.38560  0.26
H3 -0.46608 -0.57103 -5.26785  0.26
H4 2.18813 -0.07086 -1.84153  0.23
H5 2.48201 1.54785 -2.60826  0.24
H6 1.34150 1.46350 -1.19225  0.25
H7 -0.89859 -3.10167 -0.27292  0.25
H8 -0.60267 -4.17363 2.03179  0.22
H9 -0.19676 -2.88380 3.98389  0.24
H10 -0.61624 3.00436 2.77686  0.22
H11 -0.54181 2.16863 4.47642  0.23
H12 -1.43110 1.31820 3.15847  0.23
H13 2.90655 1.31444 3.26777  0.24
H14 2.03443 2.35852 4.31783  0.24
H15 2.09782 2.88729 2.60634  0.23

***

ORCA calculation (ωB97M-V with the def2-TZVPD basis set) on the molecule C15H16Cl2N4.

Output
highest occupied orbital energy	-8.23	eV
frontier orbital gap	8.93	eV
E_LUMO	0.706	eV
energy relative to the best compared isomer or geometry (same formula, charge and spin)	0.000	eV

Each line ends with the natural charge from an NBO analysis.
Cartesian coordinates (Å):
Cl1 6.56519 1.45438 -0.51755  0.03
C1 5.27135 0.31477 -0.46226  -0.06
C2 5.36512 -0.86096 -1.18830  -0.22
C3 4.32799 -1.77563 -1.13802  -0.20
C4 3.20652 -1.51456 -0.37407  -0.20
C5 3.09208 -0.33630 0.35396  -0.05
C6 1.86282 -0.08196 1.18482  -0.23
N1 0.69437 -0.72441 0.61363  -0.45
C7 -0.38982 -0.82183 1.58284  -0.22
C8 -1.72329 -1.03729 0.88131  -0.23
N2 -2.02807 0.12467 0.07773  -0.40
C9 -3.29060 0.52829 -0.13029  0.57
N3 -3.47005 1.63061 -0.87585  -0.52
C10 -4.71497 2.01110 -1.07821  0.11
C11 -5.80549 1.33329 -0.55094  -0.38
C12 -5.50647 0.21143 0.20972  0.11
N4 -4.27351 -0.20116 0.42211  -0.52
C13 -0.90318 0.84517 -0.47544  -0.23
C14 0.26253 -0.12768 -0.64606  -0.24
C15 4.14155 0.57776 0.30799  -0.06
Cl2 4.06769 2.04898 1.21093  0.02
H1 6.24607 -1.04901 -1.78068  0.23
H2 4.40011 -2.69504 -1.69766  0.22
H3 2.39024 -2.21701 -0.32751  0.24
H4 1.72058 1.00266 1.31844  0.19
H5 2.02826 -0.51496 2.17769  0.22
H6 -0.46494 0.08629 2.20423  0.17
H7 -0.17885 -1.66739 2.24514  0.21
H8 -1.67216 -1.93607 0.25455  0.19
H9 -2.52852 -1.17220 1.60546  0.25
H10 -4.83632 2.89935 -1.68668  0.19
H11 -6.81796 1.65719 -0.72049  0.22
H12 -6.28283 -0.38858 0.66939  0.19
H13 -1.20121 1.27686 -1.43259  0.24
H14 -0.61469 1.67047 0.18963  0.19
H15 1.10895 0.38285 -1.10765  0.22
H16 -0.04850 -0.93405 -1.31930  0.20

***

ORCA calculation (ωB97M-V with the def2-TZVPD basis set) on the molecule C15H16ClNO2.

Output
highest occupied orbital energy	-8.27	eV
frontier orbital gap	8.08	eV
E_LUMO	-0.188	eV

Each line ends with the natural charge from an NBO analysis.
Cartesian coordinates (Å):
O1 0.45340 -2.65161 1.10437  -0.57
C1 1.11244 -1.67456 0.85134  0.76
O2 2.39629 -1.86000 0.42930  -0.47
C2 3.21837 -0.83465 0.11712  0.40
C3 4.50993 -1.14639 -0.30288  -0.27
C4 5.38436 -0.13262 -0.63099  -0.18
C5 4.98494 1.19820 -0.54594  -0.23
C6 3.71100 1.51495 -0.13317  -0.15
C7 2.80534 0.50462 0.20565  -0.20
C8 1.45526 0.73304 0.64590  0.07
Cl1 0.89005 2.34893 0.76215  0.06
C9 0.63567 -0.29667 0.96430  -0.17
C10 -0.78651 -0.09715 1.40826  -0.25
N1 -1.56778 0.50169 0.33846  -0.45
C11 -1.65357 -0.39629 -0.80950  -0.23
C12 -2.83708 -0.03645 -1.69653  -0.41
C13 -4.15548 -0.29422 -0.95735  -0.40
C14 -3.98533 -0.03682 0.54543  -0.42
C15 -2.87320 0.98736 0.76827  -0.21
H1 4.79688 -2.18393 -0.36056  0.23
H2 6.38468 -0.37447 -0.95543  0.22
H3 5.67737 1.98408 -0.80490  0.22
H4 3.39157 2.54267 -0.06320  0.23
H5 -0.79578 0.58819 2.26177  0.22
H6 -1.18119 -1.07505 1.73039  0.21
H7 -1.74717 -1.44715 -0.48966  0.17
H8 -0.71870 -0.30703 -1.37559  0.20
H9 -2.79625 -0.62791 -2.61208  0.22
H10 -2.75614 1.01468 -1.97662  0.20
H11 -4.47409 -1.32586 -1.11618  0.20
H12 -4.93100 0.35644 -1.36507  0.20
H13 -4.91738 0.32349 0.98225  0.21
H14 -3.71539 -0.96189 1.05882  0.20
H15 -2.81662 1.26590 1.82242  0.20
H16 -3.09890 1.89647 0.19946  0.19

***

ORCA calculation (ωB97M-V with the def2-TZVPD basis set) on a structure of composition C15H16FeN2O4 in a non-equilibrium geometry.

Output
highest occupied orbital energy (alpha / beta)	-5.53 / -8.78	eV
<S²>	6.059
multiplicity	5
frontier orbital gap (alpha / beta)	5.98 / 6.39	eV
E_LUMO (alpha / beta)	0.443 / -2.388	eV
energy relative to the best compared isomer or geometry (same formula, charge and spin)	1.181	eV

Each line ends with the Mulliken spin population.
Cartesian coordinates (Å):
C1 2.97035 1.33823 -2.25484  0.02
O1 3.45615 0.43701 -1.23507  0.02
C2 2.60871 0.03216 -0.24160  0.20
C3 1.45664 -0.80821 -0.45376  0.04
C4 0.16596 -0.17610 0.04501  -0.08
C5 0.35275 0.76603 1.19598  0.46
C6 1.59314 0.90964 1.75852  -0.02
C7 2.78112 0.38912 1.14549  0.43
Fe1 2.82174 -1.80016 0.74890  1.76
C8 1.58811 -3.00039 1.00802  -0.04
O2 0.76646 -3.82323 1.04944  0.02
C9 3.87423 -2.22341 2.09418  0.02
O3 4.42087 -2.75644 2.96787  0.07
C10 3.61780 -2.70589 -0.49191  -0.02
O4 4.08553 -3.54550 -1.14581  0.00
H1 3.46529 1.03985 -3.17907  0.00
H2 1.87866 1.28485 -2.36548  0.00
H3 3.27265 2.35117 -1.97182  0.00
H4 1.34179 -1.32505 -1.41516  -0.01
H5 -0.31044 0.32483 -0.82061  0.05
H6 -0.53362 -0.97315 0.35588  0.02
H7 -0.51832 1.22104 1.65265  0.04
H8 1.72957 1.48136 2.67866  0.02
H9 3.76258 0.69782 1.51795  0.00
C11 -3.53415 -0.48500 2.07746  0.03
C12 -3.33787 0.31530 0.86524  0.29
N1 -4.27415 0.38438 -0.12316  -0.06
C13 -3.76459 1.21591 -1.07274  0.29
C14 -4.45387 1.53520 -2.34051  0.01
C15 -2.49426 1.66828 -0.62173  0.35
N2 -2.24468 1.08760 0.57766  0.00
H10 -2.64278 -0.44939 2.70679  -0.01
H11 -4.39065 -0.09527 2.63725  0.03
H12 -3.76637 -1.51854 1.79962  0.03
H13 -3.77578 2.08845 -3.00398  0.00
H14 -4.76546 0.60937 -2.84268  0.02
H15 -5.35754 2.13958 -2.16744  0.03
H16 -1.84556 2.36858 -1.13520  0.01